Computed, not measured: the ion C7H13BrN3 with charge +1 at a distorted geometry, with ωB97M-V/def2-TZVPD.

Properties
LUMO energy (spin up / spin down) ... -4.06 / -4.06 eV
SMILES ... C/C(N)=[NH+]/C=C(Br)\C(C)=C\N
Net charge ... +1
ΔE to the lowest compared entry with this formula, charge and spin ... 0.00 kJ/mol
Gap between HOMO and LUMO (spin up / spin down) ... 0.2682 / 0.2682 Eh
Calculated total energy ... -81974.872 eV

Each line ends with the Löwdin charge.
Atoms and positions in Å:
C -3.02 -1.44 0.39  0.04
C -2.39 -0.41 -0.45  -0.24
N -3.23 0.33 -1.24  0.21
N -1.12 0.09 -0.26  0.09
C -0.43 1.12 -0.90  -0.18
C 0.88 1.35 -0.56  -0.59
Br 1.44 3.09 -1.18  0.81
C 1.88 0.56 0.11  -0.31
C 2.87 1.22 1.08  -0.05
C 1.78 -0.81 0.08  -0.13
N 2.65 -1.65 0.72  0.11
H -3.72 -1.09 1.07  0.09
H -2.28 -1.99 0.88  0.09
H -3.54 -2.08 -0.18  0.07
H -3.00 1.23 -1.60  0.10
H -3.90 -0.14 -1.79  0.11
H -0.68 -0.28 0.57  0.15
H -0.85 1.77 -1.74  0.12
H 2.64 0.99 2.12  0.10
H 2.79 2.23 1.18  0.02
H 3.83 0.93 0.76  0.08
H 0.95 -1.20 -0.56  0.14
H 2.97 -2.47 0.26  0.09
H 3.47 -1.33 1.22  0.10